Here is a molecular structure, C39H47F4HgN4O3 from the OMol25 dataset. Energies are from the ωB97M-V functional and the def2-TZVPD basis.

Output
highest occupied orbital energy (alpha / beta)	-0.8 / -1.4	eV
total charge	-2
gap between HOMO and LUMO (alpha / beta)	4.67 / 5.27	eV
multiplicity	2
⟨S²⟩	0.76
relative energy (zero: lowest compared OMol25 entry of this formula, charge and spin)	102.9	kJ/mol

Atoms and positions in Å:
C -1.9196 -3.0476 0.8597
C -2.5694 1.5359 1.8425
C 1.5722 0.8493 3.0014
H 3.8746 -1.1008 1.5133
F -2.8775 2.8750 -4.7826
H -3.7426 -1.1671 -3.3371
N -1.6359 -1.1368 -3.1818
H 2.5760 -2.2820 1.7415
C -3.8977 -1.9643 1.1761
H -5.4512 -3.0010 2.2359
H -1.7427 -5.0516 1.6112
N -2.6660 -1.9648 0.6760
H -5.0512 -5.8443 1.9953
H -3.2619 1.0696 -3.9024
H -0.4711 -4.3005 -2.5480
C -3.6816 -4.2043 2.0011
H -0.6226 0.1213 5.0470
H 1.6865 -3.0639 3.2860
C 1.9808 0.8169 -1.6774
H -0.0501 -3.2390 3.6114
C -2.9432 -0.6781 -2.7385
C 2.6878 1.7203 2.7499
O 0.3845 1.1584 2.6015
H 0.5113 -2.1890 2.2855
H -4.7338 -5.1869 3.5982
H 0.5714 -0.1809 -5.5900
C -0.6220 -0.7717 4.4189
N -2.4059 1.6950 -2.0498
H -3.5178 -6.1992 2.7996
C -4.4403 -3.0468 1.8470
H 2.1141 4.0558 0.2383
N -2.0512 1.9042 2.8327
H 2.9022 2.4679 0.1185
C 0.7900 -1.3278 4.2399
C -2.2848 3.5346 -3.7382
C 4.2420 0.1112 3.6891
O 0.7369 0.9239 -1.5761
H 5.2599 -0.1899 3.9118
H -0.1114 -2.7602 -1.7231
H -4.4674 -1.0545 1.0164
H -4.2675 0.9134 -2.4720
H -1.7846 -2.9374 -4.2767
H -1.2585 -1.5289 4.8916
H 1.5958 3.8615 3.9848
C 1.4464 3.9310 2.9039
C -1.3019 5.6556 -3.0840
C 3.9766 1.3209 3.0563
C -3.2320 0.8155 -2.8432
C 4.0325 1.5913 -2.8104
C 2.6870 1.6672 -2.6137
C -1.6108 -2.5930 -3.2396
C -1.9206 4.8336 -4.0036
H 1.5124 4.9818 2.6068
H -0.9114 -2.9920 0.4617
H 2.0762 2.3796 -3.1570
C 2.1542 3.0473 0.6609
H 0.2913 -1.8808 -5.1982
H -2.4430 -2.9654 -2.6350
H 0.5273 -3.0615 -3.3249
C -4.2727 -5.4303 2.6398
C 0.2278 -0.8622 -4.8093
C -1.4329 3.7945 -1.5420
C -1.1938 -0.4930 -4.4029
C 4.1882 -0.1448 -1.1661
H -1.2141 0.5820 -4.2273
C 2.4950 3.1021 2.1511
F -2.1830 5.3365 -5.2388
H -1.0301 6.6746 -3.3082
H 4.8048 -0.8402 -0.6102
C 3.1647 -0.6791 4.0565
C 4.8084 0.6607 -2.0877
H 5.8790 0.5973 -2.2446
H 4.5193 2.2572 -3.5171
C 3.1676 -1.7531 0.9987
H 1.1292 -1.6832 5.2229
H -1.0612 1.8441 3.1414
H 3.3501 -1.6019 4.6043
H 0.4504 3.5681 2.6604
C 2.8015 -0.1053 -0.9180
H -3.0627 -0.9883 -1.6975
Hg -1.1206 0.6099 0.1554
H 3.7128 -2.4813 0.3941
H 0.8841 -0.7609 -3.9469
H 3.4564 3.6206 2.2579
C -0.3359 -3.2216 -2.6813
C -1.0704 5.0763 -1.8401
C 1.8515 -0.3401 3.7578
H -1.8817 -0.7216 -5.2464
C 2.2162 -0.9295 0.1280
F -0.4975 5.8444 -0.8840
H 4.8040 1.9779 2.7998
C 0.7304 -2.5362 3.2963
C -2.0744 2.8941 -2.4651
C -2.3841 -4.1849 1.5062
H 1.1854 2.5727 0.5113
O 1.0149 -1.0299 0.3695
F -1.2199 3.3615 -0.2797
H -1.0474 -0.5132 3.4538

***

Here is 2 unconnected molecules or ions with the total composition C39H47N2O in a non-equilibrium geometry from the OMol25 dataset. Energies are from the ωB97M-V functional and the def2-TZVPD basis.

Output
highest occupied orbital energy	-9.3	eV
total charge	+1
gap between HOMO and LUMO	5.05	eV
relative energy (zero: lowest compared OMol25 entry of this formula, charge and spin)	0.0	kJ/mol

Atoms and positions in Å:
H -0.0726 2.3100 -1.4689
C 0.1571 0.3359 -0.7843
H -2.2810 3.4414 4.1739
C 2.7675 -1.1281 3.0455
C 1.2958 -2.5100 4.4086
H 4.8886 -1.1973 -0.3214
C -0.2995 -3.1137 0.4897
H 0.7511 -1.9175 -2.2066
H -1.8816 2.8646 -0.9042
H 3.3799 -2.1801 4.8341
H -0.7725 -2.6372 3.7211
C -3.7659 0.7816 2.6251
H 4.8427 -0.8195 -4.6030
H 0.8682 -0.4376 -0.4752
C 1.6952 -0.8223 2.2072
H 1.7704 -0.2161 1.3147
C -5.2711 2.6369 2.6452
C -1.7748 -0.1915 2.2055
C 0.2198 -2.1926 3.5811
H 3.9579 2.1446 0.1176
C -4.2842 3.4269 3.2621
H 1.1370 -3.2045 5.2441
H 3.7547 -0.7224 2.8198
N -3.1345 -0.3612 2.1335
H -4.4439 0.7370 -0.8447
N -1.5752 0.8906 3.0264
H -1.4691 1.9932 0.6080
O -1.1395 -1.9545 0.7805
H 5.6219 -3.1960 -2.2478
C -0.0891 -1.7249 -2.8877
H 3.2566 2.2715 -4.7270
C -2.7853 1.5700 3.2016
H -5.6763 -1.4715 -1.1750
C 4.9667 -1.1542 -2.4790
H 0.1256 0.5683 4.2667
H 1.0703 2.1585 -0.1585
H -0.3755 -2.6656 -3.3769
H 0.5302 -2.8344 -0.1831
H -4.8823 -1.4156 1.9259
H -5.8254 0.5946 2.0502
H 0.0955 -3.5374 1.4271
H -2.6770 -2.4639 -3.1082
C 2.5567 -1.9571 4.1563
C 6.0032 -2.2244 -2.5828
C 3.0825 1.1874 -4.7959
H -0.9884 -3.8085 -0.0046
C -1.1172 -0.0170 -1.2851
C -3.0345 2.8822 3.6117
C 3.4896 0.4637 -3.5353
H -3.7563 -1.5538 0.5311
C -3.8353 -1.5165 1.6233
H 2.5370 1.1985 0.5329
C 2.9758 0.8111 -2.2718
H 1.3003 1.7942 -3.1492
H 3.2249 3.3824 -2.8570
H 6.8755 -1.9866 -1.9618
C -2.5503 -1.6056 -2.4458
H 6.3310 -2.3243 -3.6201
C 3.5689 1.1111 0.1832
H 0.3879 1.6471 2.8463
H 4.1438 0.5887 0.9564
H -4.5124 4.4698 3.4914
H 2.0247 1.0270 -5.0502
C -0.3290 1.3376 3.6219
C -2.1901 2.0556 -0.2209
C -5.0486 1.2714 2.3985
C 0.4198 -1.3184 2.4951
C 3.6550 0.3718 -1.1219
C 1.8561 1.8320 -2.1988
C 0.7454 1.6692 -1.0928
C 4.4557 -0.5336 -3.6220
H -3.4463 -2.4496 2.0523
H -5.5684 -1.2139 -2.9338
H 3.6866 0.8171 -5.6361
H -4.9438 -2.7130 -2.2101
H 1.6966 4.0145 -2.1977
H 2.9370 3.3705 -1.1011
H -3.1676 2.3537 0.1851
H 0.2886 -1.0596 -3.6807
H -6.2287 3.0962 2.3906
C -1.2760 -1.1240 -2.1949
C -3.6910 -1.0134 -1.8795
C -5.0446 -1.6318 -2.0604
C -0.7503 -1.0027 1.6484
H -0.5770 2.1989 4.2566
C -3.5494 0.1962 -1.1884
C 2.4629 3.2389 -2.0828
C -2.2947 0.7360 -0.9299
C 4.5182 -0.7253 -1.2335

***

Here is 2 unconnected molecules or ions with the total composition C39H47N2OSi in a non-equilibrium geometry from the OMol25 dataset. Energies are from the ωB97M-V functional and the def2-TZVPD basis.

Output
highest occupied orbital energy	-10.6	eV
total charge	+1
gap between HOMO and LUMO	6.43	eV

Atoms and positions in Å:
C 0.0237 0.0144 2.6168
H -0.6193 -3.4627 1.8051
C 5.0942 -1.5193 0.1344
C 1.0576 3.0442 -0.0762
C -1.8393 2.3834 -1.7572
C 2.7512 -3.5046 2.3186
C -0.9827 1.1986 -2.2824
H 1.4362 -2.0984 1.3639
H -4.8075 0.3558 -4.1725
N 0.7122 1.6932 -0.5047
H 0.5334 -0.3308 -0.0166
H -1.6515 -1.3483 4.2335
C 0.6696 0.6818 0.3733
C 0.3569 -3.8219 2.1364
C 1.7377 -5.5072 3.2217
C 3.9864 -2.6839 1.9910
H -4.1854 5.1813 -0.4681
H 1.4654 1.6429 4.2248
C 1.5009 -3.0566 1.8848
H -1.9491 -1.0255 6.6861
H -3.6417 1.6947 -6.4509
C 0.4983 1.5565 -1.9582
N 3.7250 -1.2727 2.0385
H 3.7806 -3.2465 -0.1109
H 1.1657 1.9609 6.6663
H 6.1785 -1.5335 0.0043
H 1.8214 4.5952 -1.3905
H 0.3177 -1.0584 -2.9135
H -1.6225 -1.6975 -4.8164
H 2.0757 3.0545 0.3447
C -3.4975 4.4165 -0.8229
H -3.0942 2.9556 -5.3271
C -0.0962 0.1528 4.0437
H 1.9960 2.7571 -2.8361
C 0.6971 0.8768 1.7649
H 0.3814 3.4011 0.7146
H -3.1741 3.5490 1.1514
H 0.0608 4.5103 -1.3137
H -0.4032 -5.6529 2.9907
C 0.7109 1.0718 4.7610
H -1.8534 3.4430 -3.6432
C -3.9186 0.3878 -3.5257
H 5.5684 -0.2282 1.8255
C 0.9741 3.9046 -1.3431
C 4.5687 -2.9045 0.5702
C 0.9619 2.9198 -2.5116
H 1.1524 0.7543 -2.3424
H 3.4383 -0.8681 2.9228
H -1.9393 2.2220 -6.4664
H -3.3542 -1.9527 0.3294
C 4.6790 -0.5313 1.2412
C 0.5458 1.2397 6.1349
H 5.3507 -3.6673 0.6018
H -4.0611 1.2034 -2.8017
H -1.6837 1.7518 0.2862
Si -2.4230 0.6488 -4.6136
C -2.2338 3.4112 -2.6191
C -1.0424 -0.6190 4.7714
C -2.3438 -0.4725 -0.8623
C -2.9546 3.5001 0.0817
C -3.1441 4.3770 -2.1734
H 1.2044 1.7666 2.1552
H 0.3825 3.2468 -3.3789
C -2.5387 -1.7711 -0.3748
H 4.2223 0.3811 0.8368
H -1.8936 -3.8239 -0.4548
H -0.0415 -3.3636 -2.0656
C -0.6796 -2.5546 -1.7063
C -0.4645 -1.2546 -2.1733
H 4.6312 -1.2268 -0.8108
C -1.2683 -0.2060 -1.7096
C -2.8023 2.0199 -5.8197
H -1.1509 -0.7165 -6.2237
C -1.9571 -0.9131 -5.5055
H 1.8389 -6.4678 3.7314
C -0.4107 0.4878 6.8309
C 0.4818 -5.0496 2.8026
H -0.5399 0.6283 7.9052
C 2.8737 -4.7298 2.9831
O -1.0920 1.1305 -3.6978
H 3.8683 -5.0548 3.3011
H -0.5484 -0.7942 2.1507
C -1.2030 -0.4432 6.1420
C -2.1200 2.4826 -0.3946
H 4.7767 -2.9757 2.7097
H -2.8284 -1.2898 -6.0602
H -3.8702 -0.5587 -2.9714
H -3.5566 5.0937 -2.8902
H -3.0552 0.3160 -0.6203
C -1.7165 -2.8070 -0.8064